C4H10N2 | ωB97M-V/def2-TZVPD

The value obtained for the energy above the lowest of the compared OMol25 structures with the same formula, charge and spin is 181.0 kJ/mol. The spin multiplicity is 1. As for the molecular weight: 86.14 g mol⁻¹. The orbital gap comes out at 10.3 eV. The calculation puts the total energy at -7288.7440 eV. As for the structure (SMILES): [H]/N=C/NCCC.

Positions of all 16 atoms, in Å:
H (1.07, -1.17, 3.29)
N (0.76, -1.40, 2.35)
C (0.51, -0.28, 1.79)
N (-0.14, -0.01, 0.57)
C (0.40, -0.43, -0.76)
C (0.08, 0.73, -1.75)
C (-1.45, 1.11, -1.73)
H (1.12, 0.56, 2.14)
H (-1.11, -0.27, 0.48)
H (1.48, -0.57, -0.66)
H (0.06, -1.42, -1.07)
H (0.43, 0.52, -2.76)
H (0.64, 1.62, -1.43)
H (-1.56, 2.08, -1.24)
H (-2.09, 0.53, -1.07)
H (-1.73, 1.22, -2.78)